Below is 2 unconnected molecules or ions with the total composition C12H12N6O4 in a non-equilibrium geometry, with properties calculated with ωB97M-V/def2-TZVPD.

Calculated values
maximum force: 0.060 Eh/bohr
E_HOMO: -9.043 eV
SMILES: N#Cc1cc([N+](=O)[O-])cc2c1no[n+]2[O-].CC1=NCCCN1
frontier orbital gap: 6.95 eV
relative energy (zero: lowest compared OMol25 entry of this formula, charge and spin): 3.0437 eV

Last columns: bonded neighbours and bond lengths (Å).
Positions of all 34 atoms, in Å:
1 N 2.39 -1.17 1.05  C6 1.286, C14 1.455
2 H 0.11 -2.12 -1.18  C26 1.092
3 O -0.38 0.95 4.14  N13 1.257
4 N 0.43 3.72 -1.43  O9 1.409, C34 1.355
5 H 4.80 -3.47 1.74  C20 1.092
6 C 1.65 -1.92 0.30  N1 1.286, C26 1.508, N27 1.357
7 H 2.79 -4.66 1.33  C31 1.098
8 H 3.51 -4.49 -0.29  C31 1.097
9 O 1.71 3.36 -1.91  N4 1.409, N18 1.442
10 H 1.18 -3.76 -0.38  N27 1.010
11 C 1.60 1.48 1.20  H12 1.087, C23 1.388, C32 1.404
12 H 2.43 0.79 1.31  C11 1.087
13 N 0.63 0.90 3.39  O3 1.257, O29 1.249, C32 1.436
14 C 3.38 -1.85 1.87  N1 1.455, H16 1.092, C20 1.512, H24 1.105
15 H -0.38 -1.25 0.30  C26 1.096
16 H 4.08 -1.07 2.18  C14 1.092
17 N -2.84 4.44 -0.06  C25 1.168
18 N 2.39 2.50 -0.99  O9 1.442, C23 1.404, O28 1.217
19 H 0.65 -0.45 -0.90  C26 1.093
20 C 4.08 -2.95 1.10  H5 1.092, C14 1.512, C31 1.516, H33 1.094
21 C -0.64 2.33 1.84  H22 1.091, C30 1.398, C32 1.433
22 H -1.45 2.34 2.57  C21 1.091
23 C 1.52 2.32 0.10  C11 1.388, N18 1.404, C34 1.416
24 H 2.94 -2.30 2.77  C14 1.105
25 C -1.90 3.83 0.26  N17 1.168, C30 1.432
26 C 0.43 -1.40 -0.42  H2 1.092, C6 1.508, H15 1.096, H19 1.093
27 N 1.89 -3.24 0.10  C6 1.357, H10 1.010, C31 1.445
28 O 3.52 2.09 -1.24  N18 1.217
29 O 1.68 0.32 3.72  N13 1.249
30 C -0.75 3.08 0.66  C21 1.398, C25 1.432, C34 1.435
31 C 3.08 -3.94 0.55  H7 1.098, H8 1.097, C20 1.516, N27 1.445
32 C 0.54 1.56 2.11  C11 1.404, N13 1.436, C21 1.433
33 H 4.63 -2.49 0.27  C20 1.094
34 C 0.38 3.09 -0.23  N4 1.355, C23 1.416, C30 1.435

Below is 2 unconnected molecules or ions with the total composition C4H12 in a non-equilibrium geometry, with properties calculated with ωB97M-V/def2-TZVPD.

Calculated values
maximum force: 0.067 Eh/bohr
E_HOMO: -11.337 eV
SMILES: CC.CC
frontier orbital gap: 12.49 eV
relative energy (zero: lowest compared OMol25 entry of this formula, charge and spin): 1.0862 eV

Last columns: bonded neighbours and bond lengths (Å).
Positions of all 16 atoms, in Å:
1 C 1.94 0.59 1.05  H7 1.083, H10 1.012, H13 1.040, C14 1.522
2 H -0.05 0.06 -1.35  C15 1.111
3 H -0.31 -1.28 -2.36  C15 1.082
4 H 1.22 0.50 2.92  C14 1.039
5 H -2.35 -0.52 -2.62  C9 1.128
6 H 0.38 1.70 2.02  C14 1.137
7 H 2.12 -0.44 0.76  C1 1.083
8 H -2.79 -0.91 -0.80  C9 1.102
9 C -2.08 -0.46 -1.53  H5 1.128, H8 1.102, H11 1.073, C15 1.459
10 H 1.78 1.12 0.20  C1 1.012
11 H -2.18 0.55 -1.18  C9 1.073
12 H -0.07 -0.06 1.64  C14 1.127
13 H 2.82 1.02 1.39  C1 1.040
14 C 0.75 0.62 2.00  C1 1.522, H4 1.039, H6 1.137, H12 1.127
15 C -0.68 -0.85 -1.44  H2 1.111, H3 1.082, C9 1.459, H16 1.098
16 H -0.50 -1.64 -0.70  C15 1.098